(1)
Molecular formula: C34H83BF3O21S
Method: DFT, wB97M-V/def2-TZVPD

Net charge: -1
Multiplicity: 1
LUMO level in eV: 1.74

Each line ends with the Löwdin charge.
Element x y z (Å)
C1 -3.99 2.66 2.20  0.08
C2 -3.11 1.88 2.48  0.02
B1 -1.88 0.82 2.43  -0.85
C3 -2.57 -0.60 1.99  -0.06
C4 -2.75 -0.70 0.45  -0.23
O1 -3.65 -1.77 0.20  -0.16
C5 -3.83 -2.01 -1.19  -0.27
C6 -2.53 -2.41 -1.95  -0.08
O2 -0.83 1.21 1.47  0.07
C7 0.40 0.90 1.99  -0.46
O3 0.57 -0.51 1.94  0.05
C8 1.55 1.61 1.25  -0.02
C9 1.34 1.47 -0.26  -0.33
C10 1.72 0.06 -0.82  -0.01
O4 2.14 2.45 -0.98  -0.15
C11 1.48 2.84 -2.16  -0.18
C12 0.59 4.10 -1.94  -0.16
C13 0.03 4.73 -3.05  -0.06
C14 -0.73 5.89 -2.88  -0.11
C15 -0.96 6.42 -1.62  -0.10
C16 -0.40 5.76 -0.53  -0.08
C17 0.37 4.61 -0.64  -0.01
C18 0.15 1.23 3.55  -0.39
C19 0.96 0.45 4.61  -0.01
S1 -0.18 3.01 4.02  0.82
O5 -1.33 3.15 4.87  -0.26
O6 -0.32 3.87 2.88  -0.26
C20 1.23 3.67 5.07  -0.64
F1 2.39 3.60 4.39  0.10
F2 1.32 3.03 6.24  0.13
F3 1.02 4.96 5.36  0.13
O7 -1.13 0.66 3.71  0.00
H1 -4.70 3.40 1.88  0.01
H2 -3.57 -0.72 2.43  0.10
H3 -1.94 -1.46 2.28  0.10
H4 -3.12 0.28 0.11  0.13
H5 -1.74 -0.87 0.05  0.10
H6 -4.34 -1.18 -1.71  0.10
H7 -4.52 -2.87 -1.27  0.10
H8 -2.69 -3.25 -2.64  0.05
H9 -2.17 -1.52 -2.49  0.07
H10 -1.74 -2.70 -1.25  0.07
H11 1.49 -0.74 2.10  0.09
H12 1.62 2.66 1.56  0.11
H13 2.52 1.14 1.50  0.11
H14 0.30 1.64 -0.57  0.14
H15 2.02 0.13 -1.87  0.07
H16 2.51 -0.37 -0.19  0.07
H17 0.80 -0.56 -0.77  0.08
H18 2.26 3.13 -2.88  0.12
H19 0.92 2.02 -2.63  0.13
H20 0.18 4.32 -4.06  0.11
H21 -1.13 6.37 -3.78  0.09
H22 -1.55 7.33 -1.47  0.09
H23 -0.54 6.17 0.48  0.11
H24 0.78 4.13 0.25  0.09
H25 0.49 0.66 5.58  0.09
H26 0.88 -0.64 4.47  0.10
H27 2.01 0.76 4.66  0.08
C21 4.12 -1.52 4.71  -0.16
O8 3.90 -1.29 3.32  -0.13
H28 3.19 -1.86 5.15  0.08
H29 4.90 -2.27 4.86  0.07
H30 4.42 -0.58 5.19  0.07
H31 4.74 -0.98 2.96  0.05
C22 -1.49 -6.05 -3.35  -0.15
O9 -0.93 -4.83 -2.87  -0.14
H32 -2.52 -6.11 -2.99  0.08
H33 -1.49 -6.06 -4.44  0.08
H34 -0.93 -6.90 -2.97  0.05
H35 -0.02 -4.79 -3.19  0.07
C23 4.01 5.19 0.24  -0.13
O10 4.48 6.02 -0.83  -0.14
H36 3.74 4.22 -0.17  0.07
H37 4.80 5.08 0.99  0.07
H38 3.12 5.64 0.70  0.08
H39 4.70 6.87 -0.45  0.05
C24 -1.05 -10.04 -4.78  -0.15
O11 -0.47 -8.83 -4.30  -0.13
H40 -2.07 -10.10 -4.42  0.06
H41 -1.06 -10.06 -5.87  0.08
H42 -0.49 -10.90 -4.40  0.07
H43 0.43 -8.80 -4.63  0.08
C25 -6.89 -0.42 -3.62  -0.16
O12 -6.67 -0.95 -2.32  -0.13
H44 -5.94 -0.04 -4.00  0.08
H45 -7.26 -1.21 -4.29  0.07
H46 -7.61 0.39 -3.57  0.07
H47 -7.51 -1.28 -1.99  0.06
C26 5.61 1.71 2.81  -0.15
O13 4.26 2.14 2.86  -0.13
H48 5.69 0.90 2.08  0.08
H49 6.26 2.53 2.49  0.08
H50 5.92 1.35 3.79  0.08
H51 4.20 2.85 3.50  0.06
C27 -9.20 -3.97 -1.52  -0.15
O14 -9.83 -2.69 -1.63  -0.13
H52 -8.36 -4.00 -2.20  0.08
H53 -8.85 -4.12 -0.49  0.08
H54 -9.92 -4.76 -1.79  0.07
H55 -10.57 -2.68 -1.02  0.07
C28 4.74 5.14 -4.07  -0.17
O15 3.38 5.54 -4.14  -0.13
H56 4.91 4.37 -4.82  0.07
H57 5.40 5.99 -4.26  0.06
H58 4.96 4.73 -3.08  0.07
H59 3.24 6.22 -3.47  0.07
C29 -5.26 -5.52 0.47  -0.18
O16 -5.68 -4.57 1.44  -0.13
H60 -5.83 -6.44 0.61  0.07
H61 -5.45 -5.12 -0.53  0.06
H62 -4.19 -5.73 0.60  0.08
H63 -5.16 -3.77 1.30  0.07
C30 7.30 8.02 1.12  -0.15
O17 5.93 8.41 1.09  -0.13
H64 7.45 7.24 0.38  0.07
H65 7.93 8.88 0.87  0.08
H66 7.57 7.64 2.11  0.08
H67 5.81 9.10 1.75  0.08
C31 -2.36 -13.56 -3.56  -0.15
O18 -2.96 -12.28 -3.68  -0.13
H68 -1.52 -13.61 -4.24  0.08
H69 -2.01 -13.72 -2.54  0.08
H70 -3.08 -14.34 -3.83  0.07
H71 -3.70 -12.25 -3.08  0.08
C32 7.63 8.01 -2.50  -0.15
O19 8.80 7.60 -1.80  -0.14
H72 6.94 7.17 -2.54  0.07
H73 7.14 8.84 -1.98  0.08
H74 7.88 8.32 -3.52  0.08
H75 9.40 8.36 -1.78  0.07
C33 1.29 -7.00 -0.45  -0.16
O20 1.82 -6.24 -1.54  -0.14
H76 0.96 -7.96 -0.83  0.07
H77 2.07 -7.16 0.31  0.07
H78 0.44 -6.47 -0.01  0.08
H79 2.11 -5.39 -1.19  0.08
C34 -3.76 1.64 7.24  -0.18
O21 -4.05 1.88 5.87  -0.13
H80 -4.68 1.32 7.73  0.07
H81 -3.01 0.85 7.34  0.07
H82 -3.40 2.56 7.72  0.07
H83 -3.22 2.16 5.46  0.03

(2)
Molecular formula: C3H4N2OS
Method: DFT, wB97M-V/def2-TZVPD

Structure (SMILES): Nn1ccc(=S)o1
Net charge: 0
Multiplicity: 1
LUMO level in eV: -0.40

Each line ends with the Löwdin charge.
Element x y z (Å)
C1 1.28 1.17 -0.11  -0.04
C2 -0.01 1.53 0.20  -0.02
C3 -0.78 0.32 -0.12  -0.73
H1 1.76 -1.37 1.24  0.20
H2 2.33 -1.83 -0.14  0.11
H3 2.18 1.74 0.13  0.13
H4 -0.38 2.50 0.19  0.08
N1 2.38 -0.90 0.33  0.07
N2 1.47 -0.18 -0.27  -0.29
O1 0.19 -0.69 -0.42  -0.09
S1 -2.33 -0.38 0.11  0.58

(3)
Molecular formula: C15H21F4N2O2PdSe2
Method: DFT, wB97M-V/def2-TZVPD

Net charge: +1
Multiplicity: 1
LUMO level in eV: -3.84

Each line ends with the Löwdin charge.
Element x y z (Å)
Pd1 -1.05 -0.14 0.61  0.76
C1 -3.72 -1.46 0.73  -0.08
N1 -2.52 -1.21 1.55  -0.38
C2 -1.96 -2.51 1.99  -0.06
C3 -2.90 -0.38 2.74  -0.17
C4 -1.67 0.23 3.38  -0.21
N2 -0.96 0.88 2.29  -0.11
C5 0.26 1.49 2.48  -0.17
C6 1.07 1.72 1.37  -0.12
F1 0.63 1.23 0.15  -0.05
C7 2.27 2.39 1.41  -0.22
F2 2.96 2.53 0.27  0.10
C8 2.76 2.87 2.61  0.08
C9 1.98 2.66 3.73  -0.21
F3 2.40 3.10 4.91  0.12
C10 0.77 1.99 3.69  -0.14
F4 0.08 1.85 4.82  0.10
H1 -4.49 -1.94 1.34  0.11
H2 -3.46 -2.11 -0.10  0.06
H3 -4.10 -0.51 0.35  0.10
H4 -2.71 -3.07 2.55  0.11
H5 -1.08 -2.35 2.62  0.09
H6 -1.66 -3.09 1.12  0.08
H7 -3.47 -1.00 3.44  0.14
H8 -3.54 0.42 2.37  0.13
H9 -1.07 -0.54 3.88  0.12
H10 -1.99 0.94 4.14  0.13
H11 3.71 3.39 2.67  0.14
O1 3.06 0.76 -4.20  -0.03
C11 1.74 1.02 -3.77  -0.21
C12 1.17 -0.31 -3.23  -0.56
C13 1.15 -1.31 -4.38  -0.21
O2 0.44 -2.47 -3.99  -0.11
C14 2.07 -0.73 -2.06  -0.44
Se1 1.25 -2.07 -0.88  0.70
C15 -0.25 0.00 -2.74  -0.39
Se2 -0.91 -1.39 -1.51  0.70
H12 3.44 1.56 -4.59  0.11
H13 1.12 1.37 -4.60  0.14
H14 1.72 1.77 -2.98  0.13
H15 2.18 -1.54 -4.67  0.14
H16 0.66 -0.83 -5.24  0.14
H17 0.54 -3.14 -4.67  0.11
H18 2.32 0.13 -1.45  0.06
H19 2.99 -1.18 -2.42  0.09
H20 -0.96 0.03 -3.55  0.09
H21 -0.28 0.94 -2.19  0.07

(4)
Molecular formula: C5H7NO
Method: DFT, wB97M-V/def2-TZVPD

Net charge: 0
Multiplicity: 1
LUMO level in eV: -0.35

Each line ends with the Löwdin charge.
Element x y z (Å)
C1 -1.59 -0.79 0.56  0.13
C2 -0.36 -0.29 0.66  -0.34
C3 0.24 0.86 -0.02  -0.29
N1 -0.50 1.86 -0.58  0.15
C4 1.58 0.63 0.00  -0.08
C5 1.89 -0.52 0.83  -0.03
O1 0.68 -0.98 1.25  -0.10
H1 -2.34 -0.28 -0.03  0.07
H2 0.40 -2.28 -1.29  0.06
H3 -1.83 -1.75 1.01  0.08
H4 0.00 2.65 -0.95  0.11
H5 -1.36 2.11 -0.11  0.11
H6 2.35 1.22 -0.49  0.09
H7 1.09 -2.18 -1.03  0.05

(5)
Molecular formula: C5H14N2O
Method: DFT, wB97M-V/def2-TZVPD

Structure (SMILES): C=NCC.CNCO
Net charge: 0
Multiplicity: 1
LUMO level in eV: 0.92

Each line ends with the Löwdin charge.
Element x y z (Å)
C1 1.53 1.65 0.98  -0.12
N1 1.93 1.84 -0.43  -0.10
C2 1.96 0.55 -1.13  -0.32
O1 0.70 0.18 -1.65  -0.09
H1 0.56 1.15 1.06  0.05
H2 1.51 2.61 1.49  0.07
H3 2.29 1.02 1.43  0.07
H4 1.22 2.39 -0.90  0.10
H5 2.31 -0.20 -0.42  0.11
H6 2.64 0.58 -1.97  0.11
C3 -2.63 0.08 -0.08  -0.09
C4 -1.93 -0.67 1.05  -0.29
C5 -0.65 -2.59 0.67  -0.03
N2 -0.77 -1.35 0.47  -0.06
H7 -1.95 0.83 -0.48  0.06
H8 -2.87 -0.63 -0.87  0.08
H9 -3.52 0.60 0.26  0.07
H10 -1.55 0.01 1.81  0.10
H11 -2.59 -1.39 1.55  0.10
H12 0.18 -3.09 0.19  0.07
H13 -1.35 -3.14 1.31  0.08
H14 0.13 -0.22 -0.97  0.02

(6)
Molecular formula: C4H13N2OP
Method: DFT, wB97M-V/def2-TZVPD

Structure (SMILES): C/C=C/C.NP(N)O
Net charge: 0
Multiplicity: 1
LUMO level in eV: 1.01

Each line ends with the Löwdin charge.
Element x y z (Å)
C1 1.64 3.05 2.54  -0.11
C2 1.22 0.92 -0.62  -0.10
C3 1.35 2.57 1.15  -0.20
C4 1.68 1.34 0.79  -0.16
N1 -2.08 -4.05 -1.04  -0.19
N2 -1.78 -1.80 -2.15  -0.17
O1 -2.71 -1.93 0.14  -0.30
P1 -1.49 -2.49 -0.57  0.56
H1 0.90 3.85 2.73  0.08
H2 1.88 2.25 3.23  0.08
H3 2.48 3.75 2.44  0.07
H4 2.16 0.38 -1.00  0.08
H5 0.47 0.14 -0.58  0.02
H6 0.91 1.75 -1.30  0.08
H7 -3.52 -1.94 -0.42  0.08
H8 0.85 3.16 0.44  0.09
H9 2.24 0.74 1.33  0.05
H10 -1.48 -4.80 -0.54  0.06
H11 -1.94 -4.17 -2.00  -0.02
H12 -1.00 -1.95 -2.71  -0.02
H13 -1.77 -0.80 -1.89  0.03

(7)
Molecular formula: C42H51BrCl3CoGeN3O4
Method: DFT, wB97M-V/def2-TZVPD

Net charge: +1
Multiplicity: 3
LUMO level (spin up / spin down) in eV: -3.63 / -5.28

Each line ends with the Löwdin charge.
Element x y z (Å)
Co1 -0.70 0.54 -1.76  0.40
C1 -4.96 2.00 3.90  -0.03
C2 -4.42 0.60 3.57  -0.55
C3 -3.35 0.23 4.59  -0.06
C4 -5.56 -0.43 3.65  -0.03
C5 -3.86 0.63 2.15  -0.12
C6 -2.53 0.50 1.88  0.06
C7 -2.11 0.61 0.54  -0.19
N1 -0.84 0.57 0.08  0.02
C8 0.17 -0.21 0.66  -0.14
C9 0.80 0.00 1.86  0.06
C10 1.82 -0.87 2.25  -0.09
C11 2.18 -1.95 1.41  0.05
C12 1.60 -2.22 0.20  -0.05
C13 0.55 -1.33 -0.22  -0.24
O1 -0.03 -1.39 -1.34  0.03
C14 2.08 -3.34 -0.71  -0.53
C15 3.19 -4.16 -0.06  -0.05
C16 2.64 -2.73 -2.01  -0.02
C17 0.91 -4.29 -1.04  -0.02
C18 2.59 -0.67 3.55  -0.55
C19 2.35 -1.90 4.45  -0.03
C20 4.09 -0.55 3.24  -0.02
C21 2.15 0.58 4.30  -0.05
C22 -3.07 0.71 -0.53  -0.25
O2 -2.57 0.59 -1.73  -0.12
C23 -4.46 0.90 -0.26  -0.07
C24 -4.78 0.86 1.07  0.05
C25 -5.53 1.21 -1.31  -0.52
C26 -5.20 0.67 -2.71  -0.05
C27 -6.87 0.59 -0.89  -0.05
C28 -5.67 2.73 -1.40  -0.03
H1 -5.38 2.00 4.91  0.09
H2 -5.76 2.30 3.21  0.08
H3 -4.17 2.75 3.85  0.09
H4 -3.81 0.15 5.58  0.09
H5 -2.57 0.99 4.66  0.09
H6 -2.89 -0.73 4.36  0.09
H7 -5.90 -0.52 4.68  0.09
H8 -5.23 -1.42 3.32  0.10
H9 -6.42 -0.14 3.05  0.08
H10 -1.80 0.36 2.66  0.10
H11 0.52 0.85 2.46  0.12
H12 2.99 -2.59 1.75  0.10
H13 4.08 -3.56 0.14  0.09
H14 3.49 -4.96 -0.74  0.09
H15 2.87 -4.63 0.87  0.09
H16 3.47 -2.04 -1.79  0.08
H17 1.87 -2.20 -2.57  0.07
H18 3.03 -3.52 -2.64  0.10
H19 0.52 -4.75 -0.13  0.10
H20 1.27 -5.09 -1.69  0.09
H21 0.10 -3.77 -1.54  0.08
H22 2.68 -2.82 3.97  0.08
H23 1.29 -2.01 4.69  0.09
H24 2.90 -1.79 5.38  0.10
H25 4.50 -1.47 2.81  0.09
H26 4.64 -0.36 4.16  0.10
H27 4.29 0.27 2.55  0.07
H28 1.10 0.53 4.61  0.09
H29 2.29 1.48 3.71  0.09
H30 2.74 0.68 5.21  0.09
H31 -5.82 1.00 1.34  0.10
H32 -5.01 -0.40 -2.71  0.10
H33 -4.34 1.17 -3.15  0.05
H34 -6.06 0.86 -3.36  0.09
H35 -6.77 -0.47 -0.66  0.10
H36 -7.58 0.70 -1.70  0.09
H37 -7.30 1.09 -0.02  0.08
H38 -4.75 3.20 -1.74  0.06
H39 -5.93 3.16 -0.43  0.09
H40 -6.46 2.99 -2.10  0.09
C29 -1.59 -0.01 -4.62  0.00
O3 -0.51 0.35 -3.73  -0.20
C30 0.78 0.37 -4.20  -0.18
C31 1.15 0.15 -5.51  -0.03
C32 2.52 0.14 -5.81  -0.66
Br1 3.04 -0.19 -7.58  0.81
C33 3.48 0.36 -4.84  -0.04
C34 3.09 0.61 -3.53  -0.07
C35 1.74 0.62 -3.24  -0.18
O4 1.27 0.81 -1.94  -0.08
C36 4.08 0.78 -2.45  -0.28
N2 5.21 0.15 -2.39  0.20
C37 5.78 0.57 -1.19  -0.22
C38 6.99 0.20 -0.61  0.00
C39 7.33 0.77 0.60  -0.08
C40 6.48 1.70 1.23  -0.09
C41 5.27 2.07 0.68  -0.03
C42 4.94 1.47 -0.54  -0.19
N3 3.82 1.57 -1.35  0.16
H41 -1.65 0.72 -5.42  0.10
H42 -2.49 0.01 -4.02  0.08
H43 -1.40 -1.01 -5.01  0.12
H44 0.42 -0.04 -6.29  0.11
H45 4.53 0.33 -5.08  0.12
H46 1.91 0.48 -1.30  0.13
H47 7.65 -0.51 -1.10  0.12
H48 8.27 0.52 1.07  0.11
H49 6.79 2.14 2.17  0.11
H50 4.62 2.79 1.16  0.11
H51 3.16 2.35 -1.35  0.12
Cl1 -1.96 3.37 -3.78  0.22
Ge1 -0.94 2.85 -1.97  -0.12
Cl2 0.94 3.92 -2.05  0.20
Cl3 -2.03 3.78 -0.37  0.25

(8)
Molecular formula: CH3ClN2S
Method: DFT, wB97M-V/def2-TZVPD

Net charge: 0
Multiplicity: 1
LUMO level (spin up / spin down) in eV: -0.85 / -0.60

Each line ends with the Löwdin charge.
Element x y z (Å)
C1 -0.37 -1.17 0.92  -0.71
N1 0.65 -0.53 1.11  0.02
N2 -0.09 1.48 -0.95  -0.49
S1 -0.62 0.48 -2.15  0.47
Cl1 -0.85 -2.76 0.73  0.64
H1 1.60 -0.87 1.25  0.09
H2 0.31 1.05 -0.13  -0.04
H3 -0.63 2.32 -0.79  0.02

(9)
Molecular formula: C32H43BiN9O4
Method: DFT, wB97M-V/def2-TZVPD

Net charge: +3
Multiplicity: 1
LUMO level in eV: -8.13

Each line ends with the Löwdin charge.
Element x y z (Å)
Bi1 2.35 -1.50 -0.11  2.04
N1 3.93 -3.61 0.12  -0.06
C1 5.07 -3.41 1.04  -0.22
C2 5.66 -2.01 0.92  -0.18
N2 4.68 -0.89 1.05  -0.17
C3 4.43 -0.44 2.43  -0.19
C4 3.56 -1.42 3.20  -0.19
N3 2.35 -1.80 2.41  -0.04
H1 3.49 -4.50 0.30  0.10
H2 4.27 -3.66 -0.84  0.09
H3 5.88 -4.11 0.84  0.13
H4 4.72 -3.61 2.05  0.10
H5 6.12 -1.91 -0.07  0.13
H6 6.46 -1.90 1.66  0.14
H7 5.07 -0.11 0.54  0.11
H8 3.92 0.52 2.37  0.11
H9 5.36 -0.29 2.98  0.14
H10 3.27 -0.97 4.15  0.14
H11 4.11 -2.32 3.44  0.11
H12 1.56 -1.21 2.68  0.09
H13 2.07 -2.75 2.64  0.10
C5 -0.66 -4.41 -3.07  0.01
N4 0.57 -3.86 -3.65  -0.11
C6 0.76 -4.14 -5.08  0.00
C7 1.44 -3.22 -2.89  -0.40
O1 1.29 -3.13 -1.65  -0.16
C8 2.69 -2.66 -3.56  -0.08
O2 3.32 -1.65 -2.78  -0.22
C9 3.21 -0.34 -3.32  -0.10
C10 1.90 0.32 -2.91  -0.41
O3 1.21 -0.23 -2.02  -0.10
N5 1.55 1.45 -3.49  -0.11
C11 0.28 2.11 -3.16  0.01
C12 2.35 2.11 -4.54  0.00
H14 -0.56 -5.48 -2.91  0.11
H15 -0.87 -3.91 -2.12  0.07
H16 -1.48 -4.23 -3.76  0.11
H17 0.33 -5.11 -5.29  0.11
H18 0.24 -3.39 -5.69  0.11
H19 1.81 -4.18 -5.35  0.09
H20 3.40 -3.48 -3.67  0.16
H21 2.46 -2.28 -4.55  0.13
H22 4.05 0.23 -2.93  0.15
H23 3.31 -0.37 -4.41  0.14
H24 -0.30 1.46 -2.51  0.09
H25 0.47 3.06 -2.66  0.10
H26 -0.27 2.30 -4.08  0.11
H27 3.40 1.86 -4.46  0.09
H28 1.98 1.84 -5.53  0.11
H29 2.25 3.18 -4.42  0.11
C13 -9.41 5.08 3.81  -0.04
O4 -8.18 5.65 3.35  -0.04
C14 -7.17 4.83 3.05  -0.27
C15 -5.99 5.45 2.62  0.03
C16 -4.89 4.69 2.29  -0.01
C17 -4.94 3.30 2.37  -0.17
C18 -6.12 2.69 2.80  -0.02
C19 -7.23 3.44 3.13  0.01
C20 -3.76 2.53 2.02  -0.22
N6 -2.56 3.03 1.75  0.20
C21 -1.78 1.96 1.48  -0.18
C22 -2.48 0.78 1.55  -0.12
N7 -3.75 1.16 1.90  0.20
C23 -1.90 -0.48 1.27  -0.05
C24 -2.58 -1.72 1.29  0.05
C25 -1.92 -2.87 0.98  -0.01
C26 -0.57 -2.81 0.63  -0.12
N8 0.10 -1.66 0.60  -0.06
C27 -0.53 -0.49 0.93  -0.14
C28 0.23 0.73 0.91  -0.16
N9 1.57 0.67 0.63  -0.06
C29 2.26 1.80 0.54  -0.13
C30 1.70 3.06 0.74  -0.01
C31 0.37 3.14 1.06  0.06
C32 -0.39 1.96 1.15  -0.05
H30 -10.07 5.91 4.00  0.10
H31 -9.25 4.51 4.72  0.10
H32 -9.85 4.44 3.04  0.10
H33 -5.97 6.53 2.56  0.13
H34 -3.98 5.17 1.97  0.12
H35 -6.19 1.61 2.89  0.11
H36 -8.13 2.94 3.46  0.11
H37 -4.56 0.57 2.04  0.16
H38 -3.63 -1.75 1.56  0.13
H39 -2.42 -3.83 1.00  0.13
H40 -0.02 -3.70 0.33  0.11
H41 3.32 1.70 0.30  0.11
H42 2.32 3.94 0.66  0.13
H43 -0.12 4.09 1.25  0.14

(10)
Molecular formula: C10H9NO2S
Method: DFT, wB97M-V/def2-TZVPD

Structure (SMILES): O=C1Nc2ccccc2[C@@]12OCCS2
Net charge: 0
Multiplicity: 1
LUMO level in eV: 0.44

Each line ends with the Löwdin charge.
Element x y z (Å)
O1 1.44 1.63 -2.23  0.06
O2 0.46 1.73 0.91  -0.09
S1 -1.58 1.35 -0.74  0.98
C1 1.19 0.81 -1.35  -0.37
C2 0.31 -3.41 0.21  -0.08
C3 -0.66 -2.71 1.00  -0.07
C4 1.20 -2.71 -0.61  -0.02
C5 -0.79 -1.31 0.93  -0.02
C6 1.07 -1.32 -0.67  -0.19
C7 0.13 -0.61 0.11  -0.15
N1 1.77 -0.43 -1.49  0.15
C8 0.11 0.88 -0.21  -0.53
C9 -0.22 2.99 0.78  -0.23
C10 -1.69 2.67 0.50  -0.41
H1 0.39 -4.46 0.28  0.09
H2 -1.34 -3.25 1.65  0.09
H3 1.88 -3.28 -1.25  0.11
H4 -1.55 -0.76 1.49  0.11
H5 2.21 -0.71 -2.36  0.17
H6 0.21 3.55 -0.03  0.12
H7 -0.09 3.54 1.68  0.12
H8 -2.22 3.54 0.04  0.09
H9 -2.22 2.27 1.36  0.07

(11)
Molecular formula: C4H4ClN
Method: DFT, wB97M-V/def2-TZVPD

Net charge: 0
Multiplicity: 1
LUMO level in eV: -3.37

Each line ends with the Löwdin charge.
Element x y z (Å)
C1 -0.10 0.05 -3.75  -0.46
C2 -0.53 -0.50 0.79  -0.05
C3 -0.09 0.90 0.04  -0.01
C4 -1.07 -0.05 -0.46  -0.59
N1 -0.82 0.86 -3.31  -0.30
Cl1 -2.39 -0.26 -1.44  0.92
H1 0.10 -1.45 0.83  0.16
H2 -0.93 -0.24 1.78  0.12
H3 -0.50 1.85 0.29  0.12
H4 0.90 0.84 -0.31  0.11